{"formula": "C4H6N2", "method": "the ωB97M-V functional and the def2-TZVPD basis", "gap_ev": 8.49, "total_charge": 0, "e_above_lowest_kj_mol": 529.7, "elements": ["N", "C", "C", "C", "C", "N", "H", "H", "H", "H", "H", "H"], "xyz": [[-0.60, -0.42, -1.61], [-1.22, 0.58, -1.23], [-0.95, 0.97, 0.21], [0.11, 0.03, 0.79], [0.61, -1.00, -0.10], [1.44, 0.16, 0.15], [-0.61, 2.01, 0.24], [-1.89, 0.92, 0.77], [0.04, -0.18, 1.86], [-0.07, -1.07, -2.13], [0.94, -2.00, 0.24], [2.20, -0.01, 0.80]], "lowdin_charge": [0.11, -0.12, -0.17, -0.34, -0.14, 0.02, 0.11, 0.10, 0.13, 0.09, 0.11, 0.09]}

---

{"formula": "C2H3O3S", "method": "the ωB97M-V functional and the def2-TZVPD basis", "smiles": "O=CC=[S@H](=O)[O-]", "gap_ev": 7.98, "total_charge": -1, "e_above_lowest_kj_mol": 233.1, "elements": ["O", "C", "C", "S", "O", "O", "H", "H", "H"], "xyz": [[-2.62, 0.16, 0.55], [-1.48, 0.27, 0.15], [-0.38, -0.67, 0.02], [1.13, 0.10, -0.13], [2.09, -0.76, 0.47], [1.30, 1.54, 0.04], [-1.02, 1.22, 0.03], [-0.52, -1.70, 0.35], [1.51, -0.17, -1.47]], "lowdin_charge": [-0.08, -0.48, -0.28, 0.52, -0.43, -0.41, 0.05, 0.06, 0.04]}

---

{"formula": "CH11NO3", "method": "the ωB97M-V functional and the def2-TZVPD basis", "smiles": "CN.O.O.O", "gap_ev": 10.86, "total_charge": 0, "e_above_lowest_kj_mol": 76.4, "elements": ["C", "N", "H", "H", "H", "H", "H", "O", "H", "H", "O", "H", "H", "O", "H", "H"], "xyz": [[-1.39, -2.04, 0.51], [-0.25, -1.05, 0.56], [-1.38, -2.65, 1.41], [-2.31, -1.46, 0.42], [-1.23, -2.65, -0.38], [0.45, -1.42, 1.18], [0.19, -0.97, -0.35], [-0.25, 1.29, 1.18], [-0.52, 0.22, 1.07], [-0.43, 1.62, 2.08], [1.52, 2.28, -0.48], [0.96, 2.15, 0.32], [2.25, 2.91, -0.34], [0.69, 0.18, -2.48], [0.95, 0.62, -1.66], [0.75, 0.96, -3.05]], "lowdin_charge": [-0.08, -0.03, 0.07, 0.08, 0.07, 0.10, 0.08, -0.20, 0.01, 0.03, -0.10, -0.01, 0.04, -0.08, -0.01, 0.04]}

---

{"formula": "C4H11N3PS", "method": "the ωB97M-V functional and the def2-TZVPD basis", "gap_ev": [7.19, 6.75], "total_charge": 1, "e_above_lowest_kj_mol": 320.0, "elements": ["C", "C", "C", "C", "N", "N", "N", "P", "S", "H", "H", "H", "H", "H", "H", "H", "H", "H", "H", "H"], "xyz": [[1.09, -0.50, -1.29], [-0.61, 2.68, 0.32], [2.72, -1.43, 0.30], [-3.25, -1.02, 0.31], [1.64, 0.53, 0.83], [-0.03, 1.59, -0.41], [1.76, -0.34, 0.04], [-0.56, 0.28, -1.02], [-1.47, -1.29, 0.37], [1.86, 0.22, -1.84], [1.01, -1.50, -1.54], [-0.39, 3.64, -0.16], [-1.66, 2.60, 0.59], [-0.04, 2.63, 1.28], [2.46, -2.01, 1.18], [3.64, -0.91, 0.60], [2.86, -2.10, -0.49], [-3.51, -0.07, 0.43], [-3.67, -1.63, 1.09], [-3.83, -1.39, -0.60]], "lowdin_charge": [-0.27, -0.14, 0.02, -0.47, 0.27, -0.30, -0.34, 0.77, 0.57, 0.17, 0.05, 0.09, 0.08, 0.11, 0.11, 0.12, 0.07, -0.04, 0.03, 0.08]}

---

{"formula": "C24H61AsFIN8O9P", "method": "the ωB97M-V functional and the def2-TZVPD basis", "gap_ev": 6.07, "total_charge": -1, "elements": ["O", "P", "I", "As", "F", "H", "H", "H", "H", "H", "C", "C", "O", "N", "C", "H", "H", "H", "H", "H", "H", "H", "C", "C", "O", "N", "C", "H", "H", "H", "H", "H", "H", "H", "C", "C", "O", "N", "C", "H", "H", "H", "H", "H", "H", "H", "C", "C", "O", "N", "C", "H", "H", "H", "H", "H", "H", "H", "C", "C", "O", "N", "C", "H", "H", "H", "H", "H", "H", "H", "C", "C", "O", "N", "C", "H", "H", "H", "H", "H", "H", "H", "C", "C", "O", "N", "C", "H", "H", "H", "H", "H", "H", "H", "C", "C", "O", "N", "C", "H", "H", "H", "H", "H", "H", "H"], "xyz": [[0.33, -0.41, 0.80], [0.90, 0.82, 1.84], [-0.94, 1.18, 3.45], [1.05, 2.78, 0.57], [1.31, 4.28, -0.53], [0.21, -0.04, -0.08], [0.26, 3.65, 1.60], [2.39, 3.08, 1.36], [1.86, 1.95, -0.47], [-0.32, 2.43, -0.11], [-0.67, 7.88, -3.88], [0.49, 7.41, -4.72], [0.58, 7.68, -5.92], [1.45, 6.68, -4.11], [1.53, 6.26, -2.72], [-1.35, 8.45, -4.51], [-1.20, 7.02, -3.47], [-0.32, 8.52, -3.07], [2.20, 6.40, -4.74], [2.44, 6.66, -2.28], [1.56, 5.17, -2.67], [0.68, 6.61, -2.15], [-1.71, -4.75, -1.32], [-1.75, -3.26, -1.08], [-1.25, -2.47, -1.88], [-2.35, -2.82, 0.04], [-2.99, -3.60, 1.09], [-1.20, -4.95, -2.26], [-1.17, -5.26, -0.52], [-2.73, -5.15, -1.39], [-2.33, -1.82, 0.14], [-4.03, -3.28, 1.17], [-2.49, -3.38, 2.04], [-2.96, -4.66, 0.90], [5.37, -0.64, -1.76], [4.37, 0.36, -1.24], [3.57, 0.09, -0.37], [4.38, 1.60, -1.79], [5.22, 2.10, -2.86], [5.24, -1.58, -1.22], [5.22, -0.81, -2.82], [6.39, -0.28, -1.59], [3.68, 2.22, -1.39], [5.79, 2.96, -2.50], [4.58, 2.41, -3.68], [5.91, 1.34, -3.21], [-0.63, -9.15, -3.85], [-1.41, -7.89, -3.61], [-1.95, -7.65, -2.54], [-1.52, -7.00, -4.64], [-0.96, -7.10, -5.97], [-0.64, -9.75, -2.95], [-1.07, -9.73, -4.66], [0.41, -8.91, -4.10], [-2.06, -6.18, -4.40], [-0.30, -6.25, -6.15], [-1.77, -7.06, -6.70], [-0.40, -8.02, -6.11], [-2.40, 2.90, 9.16], [-2.43, 3.02, 7.66], [-3.11, 3.88, 7.10], [-1.68, 2.15, 6.95], [-0.83, 1.09, 7.43], [-3.05, 3.66, 9.59], [-2.77, 1.92, 9.47], [-1.39, 3.05, 9.54], [-1.73, 2.28, 5.95], [0.19, 1.27, 7.09], [-1.17, 0.14, 7.02], [-0.83, 1.03, 8.52], [-5.50, -1.73, -1.03], [-6.08, -1.42, 0.32], [-5.73, -2.01, 1.34], [-7.03, -0.45, 0.40], [-7.57, 0.36, -0.68], [-4.77, -2.52, -0.93], [-6.29, -2.07, -1.71], [-5.01, -0.85, -1.45], [-7.37, -0.29, 1.33], [-7.38, 1.41, -0.47], [-8.65, 0.20, -0.73], [-7.13, 0.10, -1.63], [3.16, -0.08, 7.74], [3.01, 1.38, 8.07], [2.13, 1.79, 8.82], [3.88, 2.25, 7.50], [4.97, 1.96, 6.59], [2.39, -0.64, 8.27], [3.03, -0.25, 6.67], [4.13, -0.45, 8.06], [3.71, 3.21, 7.76], [5.91, 2.30, 7.03], [4.80, 2.50, 5.65], [5.04, 0.90, 6.38], [2.61, -1.63, -4.94], [2.57, -0.13, -4.79], [3.57, 0.53, -4.56], [1.36, 0.48, -4.90], [0.07, -0.12, -5.16], [3.63, -1.96, -4.82], [1.99, -2.10, -4.18], [2.26, -1.92, -5.94], [1.41, 1.48, -4.78], [-0.35, 0.31, -6.08], [-0.60, 0.11, -4.33], [0.14, -1.19, -5.27]], "lowdin_charge": [-0.52, 0.18, 0.24, 0.34, -0.56, -0.01, -0.10, -0.08, -0.09, -0.09, -0.02, -0.57, 0.00, 0.01, -0.08, 0.08, 0.09, 0.08, 0.13, 0.08, 0.06, 0.07, -0.02, -0.56, 0.00, 0.02, -0.07, 0.06, 0.09, 0.08, 0.14, 0.05, 0.09, 0.07, -0.01, -0.56, 0.00, 0.02, -0.10, 0.08, 0.06, 0.08, 0.11, 0.08, 0.06, 0.07, -0.01, -0.55, 0.03, 0.01, -0.08, 0.08, 0.08, 0.08, 0.14, 0.08, 0.08, 0.07, -0.02, -0.56, 0.01, 0.01, -0.10, 0.08, 0.08, 0.08, 0.02, 0.06, 0.08, 0.07, 0.00, -0.53, 0.02, 0.01, -0.08, 0.06, 0.09, 0.09, 0.14, 0.08, 0.08, 0.07, -0.01, -0.56, 0.01, 0.01, -0.07, 0.08, 0.09, 0.08, 0.14, 0.08, 0.09, 0.07, -0.01, -0.53, 0.02, 0.02, -0.07, 0.08, 0.09, 0.08, 0.14, 0.08, 0.09, 0.07]}

---

{"formula": "C3H8N3S", "method": "the ωB97M-V functional and the def2-TZVPD basis", "gap_ev": 10.40, "total_charge": 1, "e_above_lowest_kj_mol": 58.1, "elements": ["C", "C", "C", "N", "N", "N", "S", "H", "H", "H", "H", "H", "H", "H", "H"], "xyz": [[-1.32, 0.25, 0.05], [0.67, -0.01, -1.13], [1.82, -0.69, 0.89], [0.91, -0.99, -0.20], [-0.48, 0.97, -0.61], [-2.51, 0.57, 0.43], [-0.62, -1.50, 0.29], [1.49, 0.59, -1.43], [0.17, -0.48, -2.04], [1.56, 0.18, 1.65], [1.90, -1.56, 1.56], [2.86, -0.56, 0.48], [-0.50, 1.95, -0.97], [-3.00, 1.36, -0.01], [-2.96, -0.08, 1.05]], "lowdin_charge": [-0.56, -0.22, -0.14, -0.52, 0.10, 0.18, 1.08, 0.13, 0.15, 0.13, 0.08, 0.11, 0.19, 0.17, 0.13]}

---

Number 1: calculated total energy -265.3338 a.u., M 82.11 g/mol. Number 2: calculated total energy -701.9060 a.u., M 107.11 g/mol. Number 3: calculated total energy -325.1509 a.u., M 85.10 g/mol. Number 4: calculated total energy -1062.3926 a.u., M 164.19 g/mol. Number 5: calculated total energy -5041.0514 a.u., M 857.60 g/mol. Number 6: calculated total energy -681.2921 a.u., M 118.18 g/mol.